The following is a DFT calculation (ωB97M-V/def2-TZVPD) of a cluster of 19 separate species, H37O19 in total at a distorted geometry.

```
56
Properties=species:S:1:pos:R:3:forces:R:3
O 3.486298 2.559624 2.553680 0.080 1.245 -0.444
H 0.980660 -0.712924 -4.217379 0.513 -0.152 0.093
H 1.688681 0.492423 -1.116333 -0.645 -0.034 -0.370
O -1.923769 -0.975566 3.180150 -0.669 4.086 0.951
H -4.105166 0.312183 -0.955834 -0.004 0.279 0.142
H -2.552424 -1.373961 3.765430 0.322 -1.481 -0.641
O 1.589437 0.748829 -0.201892 0.661 0.128 0.865
H 2.121102 0.050955 2.116969 -0.084 -1.315 0.373
H 0.580251 2.340228 -2.346876 -0.110 -0.116 0.193
O -2.436837 -3.138592 1.756257 0.326 -1.059 0.408
H -1.680772 -2.676422 1.326637 -1.003 -0.164 -0.627
H -3.248560 -2.938695 1.292795 0.181 0.321 -0.317
O 0.775858 -1.515068 3.370703 -0.007 -0.031 -0.222
H 2.578158 3.164664 -1.154885 -0.196 0.204 0.306
H 0.838914 -1.521261 2.404413 0.601 -0.255 -0.149
O 1.191192 -2.761920 0.701600 -0.793 0.569 0.166
H 2.615604 -3.750417 -1.929103 0.191 0.243 0.282
H 0.233164 -2.276236 0.510016 1.275 -0.944 -0.192
O 0.937496 3.224970 -2.214065 -0.196 -0.286 -0.315
H -0.653397 -0.550646 -1.346838 -0.180 0.009 0.663
H 0.999965 3.559784 -3.111580 0.103 0.246 -0.105
O -0.845089 -1.473240 0.264924 -0.429 -0.091 0.216
H -2.049555 -0.360317 -1.879572 0.259 -0.424 -0.529
O 4.268454 -0.078422 -2.742889 -0.627 -0.793 0.480
H 2.154912 -2.237358 -1.916054 0.290 -0.030 -0.050
H 3.637953 0.115648 -2.037633 0.244 0.866 0.071
O 2.965207 0.155940 2.544532 0.957 1.454 -0.717
H -4.839255 -0.982262 -0.850871 -0.051 -0.125 -0.163
H 3.363438 -0.472236 3.129202 -0.997 -1.039 0.090
O -2.451705 1.313255 0.159222 1.214 -1.287 -1.171
H -2.087918 0.848363 -0.663358 0.130 1.037 0.854
H -1.345642 3.274058 0.841373 -0.167 -0.164 0.285
O -4.529316 -0.352423 -1.510104 0.073 -0.021 0.162
H 1.629630 -2.470364 -0.101711 0.209 -0.282 0.236
H -1.979145 -2.465964 -1.194294 0.427 0.032 0.035
O 1.909695 -3.137082 -2.140872 -0.461 -0.081 -0.659
H -1.065648 -2.306812 -2.435940 0.101 -0.248 0.250
H -0.625306 -1.078763 1.106147 0.025 0.923 -0.042
O -1.199363 0.110249 -1.807603 -0.336 0.885 -0.718
H 0.671491 0.934875 0.013632 -0.192 -0.073 -0.530
H 4.087439 -1.028789 -2.771030 0.518 -0.052 -0.585
O -4.387448 2.463415 1.168671 -0.151 0.325 -0.680
H -3.922513 2.419587 0.301823 -0.654 0.261 0.975
H -3.841188 1.822250 1.628870 -0.196 -0.002 0.328
O -1.984166 -2.348243 -2.153859 -0.596 -0.473 -0.391
H 0.656232 -2.454262 3.525198 -0.032 -0.251 0.244
H 3.470757 1.968123 1.795929 0.487 -0.190 0.074
O 3.052137 3.618000 -0.444999 0.508 0.035 -0.251
H -2.074948 0.702791 0.812390 -0.258 0.068 0.274
H 2.792258 3.182984 0.369732 -0.144 0.080 0.125
O 0.936913 -0.275721 -3.358999 -0.184 0.075 -0.613
H 0.062671 0.139101 -3.421065 -0.096 -0.070 0.689
H -1.332678 -1.340261 2.552633 -0.242 -1.785 0.485
O -0.787832 3.763858 1.456751 0.427 0.259 -0.333
H 2.732168 2.215382 3.026625 -0.116 -0.091 0.463
H -1.058500 3.552708 2.349343 -0.303 -0.219 0.036
```
Forces are in eV/Å.

Values from the calculation:
**Lowest unoccupied orbital energy**: 2.022 eV
**Total charge**: -1
**Kohn-Sham gap**: 9.19 eV
**E**: -1451.7407 Ha
**Energy above the lowest of the compared OMol25 structures with the same formula, charge and spin**: 101.58 kcal/mol



The following is a DFT calculation (ωB97M-V/def2-TZVPD) of the ion C6H8N with charge +1 at a distorted geometry.

```
15
Properties=species:S:1:pos:R:3:forces:R:3
C 0.861529 -1.743165 0.155179 2.597 -0.347 -0.053
C -0.404107 -1.496416 0.259278 -1.670 0.085 -0.023
C 2.068854 -1.414525 -0.029379 -0.107 -1.051 -0.706
C -1.465630 -0.918734 0.092202 1.170 -1.534 0.438
C 2.045904 0.192953 -0.354299 -1.106 0.253 -0.119
C -2.745883 -0.480743 -0.216219 -1.710 2.659 0.617
N 0.979724 0.943117 0.186263 1.196 -0.590 1.267
H 3.107335 -1.728042 -0.200093 -1.044 -0.661 0.417
H 3.040605 0.182066 0.092495 -0.082 1.755 0.171
H 2.065572 0.249395 -1.450003 0.282 0.223 0.356
H -2.845056 -0.394673 -1.322041 -0.710 -0.742 0.792
H -2.815581 0.605802 0.125621 0.007 -1.050 -0.233
H -3.501911 -0.985348 0.478865 0.717 0.308 -1.533
H 0.355218 1.456682 -0.429737 0.295 -0.374 0.598
H 0.747910 0.722341 1.195305 0.165 1.066 -1.990
```
Forces are in eV/Å.

Values from the calculation:
**Lowest unoccupied orbital energy (alpha / beta)**: -6.041 / -6.041 eV
**Total charge**: +1
**Kohn-Sham gap (alpha / beta)**: 7.84 / 7.83 eV
**E**: -287.7203 Ha
**Energy above the lowest of the compared OMol25 structures with the same formula, charge and spin**: 148.04 kcal/mol



The following is a DFT calculation (ωB97M-V/def2-TZVPD) of an isolated molecule of C17H19N3O2S.

```
42
Properties=species:S:1:pos:R:3:forces:R:3
C -3.947872 -2.396536 0.853781 -0.033 0.038 0.063
C -3.006055 -1.232391 0.796985 0.065 -0.011 -0.018
C -1.709679 -1.335725 1.283892 -0.088 0.001 0.006
C -0.858886 -0.249016 1.234892 0.024 0.141 -0.056
C -1.285557 0.958275 0.696694 -0.112 -0.194 -0.097
N -0.366446 2.037087 0.643138 -0.260 0.000 0.575
C 0.082954 2.570605 -0.519303 0.176 0.494 -0.012
O -0.432522 2.423866 -1.600751 -0.128 -0.047 -0.194
C 1.262213 3.535036 -0.360936 0.301 -0.245 -0.102
S 2.524245 3.033668 0.843585 0.054 0.345 0.249
C 2.726734 1.356846 0.369633 -0.269 0.031 -0.360
N 1.961475 0.891515 -0.561102 0.217 0.382 -0.056
C 2.069607 -0.432081 -0.810292 0.504 -0.535 0.455
C 2.933392 -1.266010 -0.164746 -0.337 -0.030 -0.251
C 3.829860 -0.768099 0.837398 -0.146 0.229 -0.071
O 4.664403 -1.356042 1.488335 0.175 -0.196 0.104
N 3.631602 0.620990 1.049609 0.068 0.117 0.122
C 2.789121 -2.673325 -0.654671 0.188 -0.079 0.092
C 1.460384 -2.634229 -1.435723 0.018 0.006 -0.052
C 1.233481 -1.158938 -1.809715 -0.091 -0.054 -0.071
C -2.593395 1.097221 0.230109 0.055 0.042 0.035
C -3.097327 2.402323 -0.296214 -0.004 0.010 -0.144
C -3.425635 -0.012346 0.285383 0.155 -0.059 0.039
H -3.403578 -3.334913 0.925074 -0.012 -0.093 -0.005
H -4.592985 -2.311348 1.728856 -0.072 -0.074 0.029
H -4.583635 -2.422426 -0.028384 -0.060 -0.065 -0.043
H -1.361411 -2.270136 1.699247 0.031 -0.111 0.044
H 0.152669 -0.337283 1.607368 0.134 0.000 0.000
H 0.248223 2.116128 1.443624 -0.036 0.054 -0.188
H 0.902565 4.505282 -0.013930 0.038 -0.018 0.015
H 1.738389 3.651925 -1.333743 -0.184 -0.040 0.050
H 4.212812 1.053720 1.758739 -0.048 -0.125 -0.074
H 2.778990 -3.390972 0.165172 0.040 -0.065 -0.035
H 3.631367 -2.927322 -1.303710 0.024 -0.096 0.015
H 1.484057 -3.279528 -2.311251 -0.063 -0.056 0.014
H 0.648427 -2.969117 -0.789191 -0.016 -0.013 -0.003
H 0.189741 -0.851851 -1.756445 -0.029 0.056 -0.035
H 1.594524 -0.931428 -2.815305 -0.017 0.047 -0.059
H -4.180191 2.387964 -0.387157 -0.083 0.021 0.045
H -2.804640 3.217423 0.364240 -0.007 0.095 0.017
H -2.662000 2.599293 -1.275218 -0.046 0.066 0.013
H -4.439411 0.081909 -0.077951 -0.125 0.030 -0.054
```
Forces are in eV/Å.

Values from the calculation:
**SMILES string**: Cc1ccc(NC(=O)CSc2nc3c(c(=O)[nH]2)CCC3)c(C)c1
**Lowest unoccupied orbital energy**: 0.434 eV
**Kohn-Sham gap**: 9.01 eV
**E**: -1372.2093 Ha
**Energy above the lowest of the compared OMol25 structures with the same formula, charge and spin**: 0.95 kcal/mol



The following is a DFT calculation (ωB97M-V/def2-TZVPD) of a cluster of 5 separate species, H10O5 in total at a distorted geometry.

```
15
Properties=species:S:1:pos:R:3:forces:R:3
O 0.900885 -1.686370 -0.326703 0.863 0.590 -0.339
H 1.340581 -0.807702 -0.496452 -0.749 -0.131 0.142
H 1.714475 -2.172835 -0.174924 -0.116 -0.792 0.192
O 1.880247 0.710408 -0.092307 0.590 1.183 -0.141
H 1.133842 1.328180 0.089380 0.063 -0.311 -0.351
H 2.525467 1.270084 -0.565847 -0.392 -0.519 0.308
O -0.525845 1.918888 -0.174853 -0.701 -0.881 -0.116
H -1.032155 2.707077 -0.400401 -0.008 -0.293 0.008
H -1.085971 1.099892 -0.373633 0.564 1.151 0.047
O -1.741154 -0.636265 -0.921586 0.163 0.216 -0.207
H -1.679716 -0.861728 0.038297 0.352 0.126 -1.042
H -0.937404 -0.934755 -1.402345 -0.761 -0.070 0.994
O -0.722404 -0.430202 1.571592 -0.183 -3.371 -0.983
H -0.269554 0.340824 1.768430 1.173 2.522 0.693
H -0.043390 -0.980704 1.068344 -0.858 0.581 0.795
```
Forces are in eV/Å.

Values from the calculation:
**SMILES string**: O.O.O.O.O
**Lowest unoccupied orbital energy**: 0.472 eV
**Kohn-Sham gap**: 11.34 eV
**E**: -382.2029 Ha
**Energy above the lowest of the compared OMol25 structures with the same formula, charge and spin**: 13.33 kcal/mol



The following is a DFT calculation (ωB97M-V/def2-TZVPD) of a structure of composition C29H30NO2Sb2Sn at a distorted geometry.

```
65
Properties=species:S:1:pos:R:3:forces:R:3
Sn -0.508762 -14.985411 -5.153526 -0.541 0.010 -0.081
N -2.965128 -14.626420 -4.714256 0.799 -0.944 -0.368
C -3.659345 -15.610082 -5.603369 -0.294 -0.438 -1.299
C -2.705884 -16.199996 -6.719306 -0.382 0.054 -0.897
O -3.099733 -17.063868 -7.494154 0.641 1.190 1.369
O -1.463560 -15.680374 -6.801333 -0.644 -0.432 0.381
H -3.057483 -14.793823 -3.721031 -0.477 -0.270 0.151
H -3.255997 -13.662115 -4.858645 -0.100 -0.120 -0.231
H -4.539340 -15.131087 -6.155225 1.179 -0.724 0.868
H -4.009124 -16.576855 -5.142450 0.086 1.420 0.282
C -1.363776 -17.996953 -10.170677 -1.104 -0.152 0.057
C -0.502243 -18.605769 -9.064767 1.397 0.920 -0.364
C -0.930723 -19.976779 -8.607049 0.033 -1.008 0.558
Sb -2.166998 -20.002540 -6.772748 1.975 -1.061 0.240
C -1.866405 -22.050479 -6.194357 -0.902 0.841 -0.240
C -1.854456 -23.027337 -7.194254 0.363 -0.962 1.593
C -1.641720 -24.339298 -6.758670 -0.215 -1.474 -2.279
C -1.456595 -24.694181 -5.418426 -0.199 0.505 0.412
C -1.504623 -23.675493 -4.459174 0.493 0.730 0.594
C -1.808753 -22.369801 -4.827682 0.425 -0.096 -0.180
C -0.569806 -19.329168 -5.464862 0.160 0.057 0.090
C -0.830801 -18.299277 -4.577259 -0.252 -0.035 0.178
C 0.123980 -17.899693 -3.656973 0.390 1.194 0.882
C 1.451946 -18.348896 -3.748751 -0.130 -0.193 -0.678
C 1.766225 -19.335884 -4.673320 -0.590 -0.174 -0.803
C 0.704097 -19.898834 -5.423893 0.100 -0.128 -0.317
Sb -1.254862 -15.832378 -10.449504 1.299 -1.581 -1.610
C 0.845188 -15.635725 -10.397393 1.750 1.200 0.862
C 1.766715 -16.627995 -10.783728 0.133 0.053 -0.358
C 3.095323 -16.285445 -11.085183 -0.393 0.623 -0.448
C 3.536421 -14.942203 -10.973769 -0.399 -0.497 0.348
C 2.679609 -13.936627 -10.526395 -1.365 -0.872 0.288
C 1.357567 -14.333428 -10.172144 -0.564 0.477 -0.430
C -1.320559 -15.884285 -12.629082 -0.326 0.007 1.199
C -2.289105 -16.684303 -13.234999 -0.315 0.841 -2.455
C -2.337391 -16.614677 -14.666224 -0.277 -1.695 -0.046
C -1.502996 -15.759662 -15.410127 -0.821 0.038 -0.355
C -0.626591 -14.908327 -14.733241 1.624 -0.926 0.782
C -0.433788 -15.061813 -13.345148 -0.788 0.510 -0.915
H -2.424595 -18.132708 -9.873221 0.449 -0.175 -0.467
H -1.183748 -18.393130 -11.198370 -0.157 0.141 0.869
H -0.456684 -17.891673 -8.237684 -0.053 -0.105 0.185
H 0.573640 -18.681312 -9.374098 -0.964 0.044 0.074
H -0.022876 -20.623330 -8.345877 -1.495 0.673 -0.290
H -1.616187 -20.470703 -9.302493 0.556 -0.098 -0.232
H -1.898169 -22.730759 -8.215463 -0.231 -0.290 -0.702
H -1.648232 -25.173902 -7.539704 0.176 1.314 1.166
H -1.308752 -25.729506 -5.076119 -0.031 0.538 -0.498
H -1.203178 -23.836178 -3.420026 -0.497 -0.298 -0.314
H -1.871434 -21.553594 -4.110193 -0.006 -0.396 0.130
H -1.842364 -17.930682 -4.563719 -0.321 0.369 0.409
H -0.139950 -17.206836 -2.826858 0.142 -0.486 -0.644
H 2.240876 -17.926361 -3.154258 0.018 0.114 0.376
H 2.798786 -19.647974 -4.919107 -0.733 0.025 0.675
H 0.867979 -20.813233 -5.983223 0.300 0.149 -0.223
H 1.457307 -17.661545 -10.912538 0.014 0.178 -0.216
H 3.746801 -17.016514 -11.595884 -0.320 0.317 0.780
H 4.570914 -14.717073 -11.179460 0.056 0.088 -0.317
H 2.934980 -12.871746 -10.511292 0.164 -0.572 0.232
H 0.616147 -13.599625 -9.781996 0.877 -0.195 -0.471
H -2.997414 -17.300473 -12.690131 0.131 0.067 -0.073
H -2.937113 -17.348819 -15.300957 0.529 1.094 1.357
H -1.591792 -15.774512 -16.540453 0.209 0.189 1.622
H 0.122754 -14.343968 -15.284826 -0.378 0.165 0.037
H 0.383618 -14.583120 -12.813382 -0.207 0.263 -0.248
```
Forces are in eV/Å.

Values from the calculation:
**Lowest unoccupied orbital energy (alpha / beta)**: -11.131 / -11.343 eV
**Total charge**: +3
**Kohn-Sham gap (alpha / beta)**: 4.85 / 4.85 eV
**E**: -2021.9682 Ha